No. 1
Density functional theory data (ωB97M-V/def2-TZVPD) for one molecule with the formula C2H2S5.

Values from the calculation:
- total energy (eV) = -56281.5227
- gap between HOMO and LUMO (eV) = 7.44
- HOMO (eV) = -7.7711
- SMILES string = SC1=C(S)SSS1
- total charge = 0
- 2S+1 = 1
- energy relative to the best compared isomer or geometry (same formula, charge and spin) (kcal/mol) = 7.2

Cartesian coordinates (Å):
S -0.738 1.517 0.239
C 0.812 0.804 -0.016
C 0.779 -0.599 -0.052
S -0.703 -1.638 -0.096
S 2.268 -1.541 -0.139
S 3.462 0.033 0.402
S 2.296 1.581 -0.392
H -0.714 2.690 -0.432
H -0.424 -2.220 1.064



No. 2
Density functional theory data (ωB97M-V/def2-TZVPD) for C23H24IrN9O2 as an isolated structure.

Values from the calculation:
- total energy (eV) = -44559.1848
- gap between HOMO and LUMO (spin up / spin down) (eV) = 8.59 / 6.89
- expectation value of S² = 0.7632
- HOMO (spin up / spin down) (eV) = -18.5811 / -18.5643
- total charge = +3
- 2S+1 = 2
- energy relative to the best compared isomer or geometry (same formula, charge and spin) (kcal/mol) = 0.0

Cartesian coordinates (Å):
Ir 0.041 -0.010 -0.253
C 1.568 2.471 0.006
N 0.148 2.002 -0.222
C -0.366 2.470 -1.549
C 0.216 1.591 -2.627
C 0.551 2.043 -3.883
C 1.031 1.134 -4.823
C 1.177 -0.195 -4.466
C 0.842 -0.582 -3.180
N 0.354 0.284 -2.283
C -0.729 2.410 0.929
C -0.447 1.504 2.103
C -0.534 1.914 3.414
C -0.318 0.982 4.427
C -0.005 -0.324 4.091
C 0.087 -0.667 2.754
N -0.138 0.223 1.783
C 2.553 1.338 0.046
C 3.910 1.558 0.178
C 4.769 0.470 0.214
C 4.243 -0.812 0.113
C 2.880 -0.964 -0.017
N 2.051 0.095 -0.046
H 1.838 3.173 -0.783
H 1.603 3.019 0.949
H -1.450 2.346 -1.538
H -0.144 3.527 -1.700
H 0.439 3.090 -4.130
H 1.294 1.468 -5.818
H 1.551 -0.931 -5.164
H 0.958 -1.607 -2.853
H -0.580 3.463 1.167
H -1.763 2.269 0.611
H -0.771 2.943 3.649
H -0.388 1.281 5.465
H 0.175 -1.073 4.849
H 0.350 -1.670 2.446
H 4.290 2.568 0.253
H 5.835 0.619 0.319
H 4.878 -1.686 0.134
H 2.424 -1.940 -0.096
C -5.473 0.547 -1.234
N -4.227 0.342 -0.490
C -3.037 0.151 -1.039
N -2.893 0.281 -2.367
O -2.053 -0.140 -0.269
H -6.292 0.572 -0.522
H -5.652 -0.275 -1.927
H -5.457 1.498 -1.766
H -4.269 0.228 0.511
H -3.701 0.412 -2.957
H -2.077 -0.116 -2.803
O 0.002 -2.152 -0.188
N -0.989 -2.853 0.059
C -1.894 -3.317 -0.713
C -2.967 -4.090 -0.173
N -3.869 -4.664 0.244
C -1.834 -2.980 -2.111
N -1.737 -2.583 -3.183



No. 3
Density functional theory data (ωB97M-V/def2-TZVPD) for C36H82Cd2N5O13 as an isolated structure.

Values from the calculation:
- total energy (eV) = -81856.6244
- gap between HOMO and LUMO (eV) = 6.74
- HOMO (eV) = -4.8254
- total charge = -1
- 2S+1 = 1

Cartesian coordinates (Å):
Cd -4.906 -3.723 1.928
Cd -3.008 1.476 3.890
C -2.229 -1.061 0.571
C -2.665 -1.186 2.032
O -2.453 -0.224 2.783
O -3.226 -2.249 2.401
H -1.918 -2.030 0.173
H -1.406 -0.387 0.341
H -3.081 -0.772 -0.052
C 0.673 3.549 4.729
C -0.272 2.348 5.044
O -0.297 1.830 6.161
O -0.976 1.934 4.066
H 0.164 4.260 4.075
H 1.624 3.316 4.248
H 0.928 4.070 5.653
C -3.308 -3.589 -1.927
C -4.080 -3.798 -0.634
O -3.685 -4.621 0.219
O -5.080 -3.095 -0.317
H -2.456 -2.951 -1.678
H -3.841 -3.047 -2.705
H -2.868 -4.527 -2.261
O -4.429 -4.613 3.651
H -4.383 -5.561 3.479
O -3.331 0.387 5.593
H -4.177 -0.058 5.693
C 5.144 4.122 -0.067
C 3.935 3.376 -0.666
C 3.192 2.704 0.463
O 2.011 1.994 0.034
C 1.240 1.505 1.129
N 3.118 4.430 -1.309
H 4.804 4.704 0.786
H 5.695 4.590 -0.878
H 5.808 3.355 0.348
H 4.344 2.670 -1.396
H 2.930 3.468 1.202
H 3.843 2.000 0.990
H 0.196 1.392 0.834
H 1.141 2.252 1.921
H 1.736 0.585 1.437
H 3.362 4.619 -2.271
H 2.163 4.092 -1.308
C 2.057 -1.110 3.729
C 0.681 -1.808 3.687
C 0.710 -3.329 3.893
O -0.539 -3.957 3.825
C -0.849 -4.562 2.569
N -0.216 -1.168 4.639
H 2.546 -1.326 4.682
H 1.948 -0.040 3.554
H 2.734 -1.432 2.929
H 0.314 -1.590 2.677
H 1.057 -3.422 4.930
H 1.402 -3.919 3.282
H -0.972 -3.839 1.760
H -1.763 -5.147 2.630
H -0.062 -5.306 2.393
H -0.627 -0.378 4.158
H 0.296 -0.755 5.411
C -6.521 1.504 1.439
C -5.107 1.499 1.964
C -4.373 2.826 1.588
O -3.101 2.825 2.164
C -2.346 3.991 1.825
N -5.111 1.270 3.417
H -6.980 2.419 1.829
H -7.120 0.647 1.738
H -6.558 1.644 0.355
H -4.524 0.716 1.474
H -4.905 3.701 1.986
H -4.351 2.859 0.494
H -1.696 4.261 2.654
H -2.974 4.863 1.619
H -1.780 3.825 0.907
H -5.538 0.353 3.474
H -5.715 1.990 3.800
C 2.416 1.928 -4.134
C 0.936 2.338 -4.463
C 0.502 1.365 -5.562
C -1.005 1.423 -5.808
C -1.737 1.126 -4.518
C -1.285 1.988 -3.311
N 0.191 2.071 -3.251
O 0.632 2.898 -2.207
C -1.910 3.390 -3.415
C -1.803 1.268 -2.018
C 0.990 3.795 -4.948
H 2.740 2.212 -3.132
H 3.178 2.238 -4.846
H 2.391 0.841 -4.011
H 0.949 1.698 -6.499
H 0.674 0.347 -5.212
H -1.221 0.625 -6.522
H -1.322 2.403 -6.170
H -1.561 0.098 -4.190
H -2.805 1.333 -4.598
H -2.987 3.401 -3.581
H -1.587 4.039 -2.598
H -1.478 3.977 -4.232
H -1.156 0.469 -1.663
H -1.894 1.987 -1.201
H -2.805 0.881 -2.208
H 1.977 3.927 -5.398
H 0.976 4.587 -4.196
H 0.258 4.119 -5.691
H 1.198 2.342 -1.649
C 3.226 -5.277 0.448
C 3.493 -3.945 -0.268
C 4.018 -4.289 -1.662
C 4.084 -3.111 -2.640
C 2.621 -2.656 -2.822
C 2.035 -2.168 -1.464
N 2.215 -3.258 -0.477
O 1.534 -3.001 0.713
C 2.624 -0.817 -1.042
C 0.542 -2.001 -1.753
C 4.559 -3.135 0.515
H 2.682 -5.159 1.384
H 4.097 -5.900 0.649
H 2.602 -5.841 -0.251
H 5.065 -4.601 -1.567
H 3.458 -5.126 -2.078
H 4.398 -3.596 -3.569
H 4.811 -2.344 -2.382
H 1.981 -3.467 -3.164
H 2.727 -1.833 -3.532
H 3.712 -0.770 -1.003
H 2.308 0.020 -1.669
H 2.204 -0.593 -0.058
H 0.111 -1.222 -1.115
H 0.383 -1.565 -2.744
H -0.132 -2.857 -1.710
H 5.368 -3.765 0.882
H 4.062 -2.543 1.282
H 5.044 -2.420 -0.157
H 0.722 -3.511 0.611